Entry 1:
# F4H20O14P2Sr2

A molecular structure, F4H20O14P2Sr2 at a distorted geometry (ωB97M-V/def2-TZVPD, OMol25).

Computed properties:
Total charge: +2
HOMO-LUMO gap in eV: 8.581
Multiplicity: 1
Total energy in eV: -60108.95161

Last column: Löwdin charge in e.
CARTESIAN COORDINATES (ANGSTROEM)
Sr  16.584  -15.971  2.011  1.8015
Sr  16.799  -14.899  -4.163  1.7688
O  15.163  -16.992  -0.051  -0.4179
P  15.017  -17.190  -1.545  0.3463
O  15.582  -16.173  -2.530  -0.5001
F  13.534  -17.631  -1.969  -0.0875
F  15.814  -18.510  -2.012  -0.1347
O  16.342  -14.210  0.271  -0.4090
P  16.509  -13.206  -0.850  0.4074
O  16.192  -13.453  -2.321  -0.4562
F  17.915  -12.556  -0.825  -0.1009
F  15.826  -11.800  -0.451  -0.1304
O  13.800  -12.788  1.136  -0.0268
H  14.419  -12.144  0.798  -0.0125
H  14.349  -13.475  1.516  -0.0034
O  19.391  -10.756  -2.105  -0.0248
H  18.535  -10.738  -1.672  0.0360
H  19.684  -9.842  -2.095  0.0916
O  13.731  -13.105  -3.029  -0.0513
H  14.625  -12.963  -2.710  -0.0629
H  13.311  -12.245  -2.963  0.0505
O  16.273  -11.096  2.412  -0.0315
H  16.088  -10.392  3.037  0.0776
H  17.066  -10.805  1.951  0.0041
O  19.029  -13.664  -2.996  -0.0964
H  19.722  -13.323  -3.566  0.0795
H  18.702  -12.893  -2.529  -0.0197
O  18.945  -10.308  1.273  -0.0400
H  19.767  -9.825  1.379  0.0667
H  19.218  -11.220  1.145  0.0129
O  16.930  -12.346  -4.726  -0.1184
H  17.346  -12.059  -5.542  0.0782
H  16.598  -11.538  -4.327  0.0770
O  20.516  -12.481  -0.344  -0.0525
H  20.151  -13.355  -0.487  0.0216
H  20.087  -11.925  -1.006  -0.0371
O  15.143  -9.306  -0.668  -0.0362
H  15.373  -10.237  -0.603  -0.0336
H  15.986  -8.849  -0.693  0.0321
O  17.022  -13.909  3.164  -0.1853
H  17.632  -13.990  3.902  0.0796
H  16.913  -12.957  3.041  0.0377



Entry 2:
# F4KN2NaO8S4

A molecular structure, F4KN2NaO8S4 at a distorted geometry (ωB97M-V/def2-TZVPD, OMol25).

Computed properties:
Total charge: 0
HOMO-LUMO gap in eV: 5.239
Energy relative to the best compared isomer or geometry (same formula, charge and spin) in kcal/mol: 166.4
Multiplicity: 1
Total energy in eV: -94305.53814

Last column: Löwdin charge in e.
CARTESIAN COORDINATES (ANGSTROEM)
Na  7.564  18.304  -20.598  0.9773
K  9.684  19.455  -15.836  0.9837
N  6.391  15.221  -16.371  -0.3017
S  4.774  15.416  -15.777  0.6052
O  4.677  15.738  -14.329  -0.3136
O  3.758  14.513  -16.275  -0.2937
F  4.356  16.774  -16.603  -0.2531
S  6.648  13.902  -15.652  0.4121
O  6.703  12.719  -16.419  -0.2627
O  6.597  13.774  -14.188  -0.2887
F  8.204  14.347  -15.733  -0.2856
N  9.558  22.967  -19.918  -0.3002
S  10.737  23.787  -20.918  0.5799
O  11.929  24.293  -20.280  -0.2937
O  10.255  24.575  -22.057  -0.2870
F  11.316  22.419  -21.585  -0.2474
S  9.092  24.309  -19.383  0.4467
O  8.083  24.956  -20.263  -0.3083
O  10.097  25.028  -18.543  -0.3092
F  8.179  23.468  -18.369  -0.2599



Entry 3:
# F4LiSr2

A molecular structure, F4LiSr2 at a distorted geometry (ωB97M-V/def2-TZVPD, OMol25).

Computed properties:
Total charge: +1
HOMO-LUMO gap in eV: 6.895
Multiplicity: 1
Total energy in eV: -12735.97584

Last column: Löwdin charge in e.
CARTESIAN COORDINATES (ANGSTROEM)
Sr  0.758  1.387  -0.519  1.8035
Sr  0.639  -1.432  -0.370  1.7723
Li  0.905  -0.591  1.851  0.7996
F  -1.210  1.658  0.003  -0.6783
F  0.091  0.123  0.713  -1.0298
F  0.144  -0.012  -1.418  -1.0112
F  -1.327  -1.134  -0.260  -0.6561



Number 3 is which compound?
F4LiSr2